Record 1
The following is a quantum chemistry calculation of a 2-piece molecular cluster, C24H29BN3O overall, from the OMol25 dataset.

Each line ends with the Löwdin charge.
Geometry (Å):
B1 1.186 3.232 0.947  0.106
H1 -0.306 -5.358 3.385  0.096
C1 0.453 -3.011 2.254  -0.020
C2 0.041 -2.203 -2.091  -0.029
H2 -4.165 3.376 -2.037  0.098
C3 0.236 -1.734 -0.800  -0.077
H3 0.047 -3.156 6.360  0.104
C4 -0.405 4.480 -0.376  -0.004
C5 -0.793 -4.466 3.807  -0.020
C6 1.726 -1.059 1.136  -0.122
C7 1.390 -1.493 3.674  -0.130
H4 3.544 -1.007 -0.936  0.117
C8 1.351 -1.399 6.490  -0.084
C9 0.594 -2.379 5.823  -0.016
C10 1.515 -1.429 -0.333  -0.235
H5 1.398 -1.390 7.574  0.100
H6 -0.647 -1.621 -0.155  0.124
H7 -4.397 4.573 -3.351  0.091
C11 2.035 -0.419 5.746  -0.093
H8 -0.988 4.202 -4.628  0.099
H9 2.515 0.358 3.768  0.095
H10 2.332 3.055 0.682  0.066
H11 -2.553 5.044 -4.868  0.093
C12 -0.984 2.300 -1.995  0.083
H12 -0.713 -3.885 -4.058  0.095
C13 2.416 -1.870 -2.545  0.002
H13 3.270 -1.909 -3.229  0.125
H14 -0.917 -4.607 4.884  0.084
H15 2.608 0.329 6.283  0.095
H16 -2.394 3.318 -5.304  0.093
N1 -2.498 3.706 -3.272  -0.258
C14 -2.078 4.093 -4.595  -0.052
H17 0.405 1.248 -0.714  0.132
H18 -1.768 -4.345 3.308  0.094
C15 -1.594 3.556 -2.237  -0.203
H19 -1.233 1.419 -2.596  0.144
H20 -0.964 -2.485 -2.428  0.099
C16 1.274 -1.894 2.277  -0.163
N2 0.038 -3.312 3.522  -0.113
H21 -4.323 2.835 -3.736  0.093
O1 1.013 -2.703 -4.283  -0.081
C17 0.601 -2.399 4.436  -0.160
H22 1.076 -0.204 1.273  0.097
C18 -0.087 2.193 -0.958  0.028
H23 0.681 3.038 2.019  0.074
C19 2.574 -1.393 -1.260  -0.041
H24 -0.143 5.259 0.341  0.151
H25 -1.038 -2.208 -4.603  0.090
H26 0.098 -3.573 1.394  0.131
C20 -0.343 -3.058 -4.676  -0.062
C21 2.027 -0.427 4.333  -0.027
H27 -0.277 -3.377 -5.715  0.094
H28 2.777 -0.724 1.285  0.130
C22 -3.926 3.620 -3.079  -0.053
C23 1.136 -2.279 -2.992  -0.268
N3 0.224 3.284 -0.176  -0.025
C24 -1.285 4.647 -1.403  0.066
H29 -1.762 5.609 -1.577  0.146

Results
HOMO level (hartree): -0.34739
Frontier orbital gap (eV): 4.941
Total charge: +1

---

Record 2
The following is a quantum chemistry calculation of C20H26CrIN5O4S2 as an isolated structure, from the OMol25 dataset.

Each line ends with the Löwdin charge.
Geometry (Å):
C1 1.258 -2.278 0.499  -0.185
C2 1.244 5.098 2.580  -0.013
C3 1.677 5.881 -0.763  -0.021
C4 3.732 4.598 -0.757  -0.037
H1 -1.580 3.260 2.298  0.104
C5 -2.639 0.048 -1.247  -0.173
H2 -2.184 -1.941 -1.999  0.144
H3 -1.407 0.481 2.655  0.119
H4 -2.553 1.663 0.049  0.125
H5 -0.025 -3.329 -0.905  0.148
H6 -1.518 1.769 -1.184  0.035
C6 3.052 3.444 -1.114  -0.007
H7 -3.477 -0.331 -0.658  0.114
C7 0.701 6.249 3.121  -0.135
C8 0.965 2.767 1.678  -0.569
I1 -1.500 8.064 4.203  0.866
H8 -3.014 -0.500 1.391  0.111
S1 -0.718 4.418 -1.487  0.700
C9 -2.228 -1.170 1.741  -0.182
O1 0.071 2.044 1.098  -0.192
C10 -1.491 5.240 3.090  -0.139
H9 -1.239 -2.956 1.080  0.124
H10 3.608 6.683 -0.302  0.116
C11 0.421 4.019 2.277  -0.137
H11 4.800 4.561 -0.609  0.116
C12 -1.654 -1.081 -1.567  -0.172
H12 -3.055 0.436 -2.183  0.141
C13 0.264 -2.299 -0.668  -0.172
S2 1.173 0.823 -1.639  0.808
H13 1.153 6.813 -0.623  0.130
N1 -0.902 -1.459 -0.357  -0.276
H14 0.842 -2.790 1.371  0.117
H15 2.291 -0.530 0.260  0.072
H16 -0.491 -0.853 2.794  0.123
C14 1.013 4.737 -1.128  -0.189
O2 -1.511 4.298 -0.290  -0.272
C15 0.744 2.475 -1.665  -0.729
C16 -0.945 4.100 2.537  -0.041
N2 -0.462 2.817 -1.947  -0.087
O3 2.137 2.413 1.726  0.070
H17 0.764 -1.874 -1.540  0.102
H18 -2.662 -2.550 0.136  0.142
N3 1.550 -0.883 0.867  -0.033
H19 -0.938 -0.709 -2.304  0.091
H20 2.162 -2.819 0.196  0.138
H21 3.563 2.502 -1.246  0.112
C17 1.682 3.531 -1.308  -0.237
H22 1.942 -0.833 1.808  0.126
H23 2.303 5.027 2.391  0.121
H24 1.331 7.092 3.356  0.096
H25 -2.550 5.296 3.290  0.097
N4 -1.091 -0.342 2.146  0.004
Cr1 -0.146 0.334 0.322  0.690
H26 -2.630 -1.760 2.574  0.137
O4 -1.231 5.204 -2.558  -0.249
N5 -1.922 1.086 -0.505  -0.018
C18 3.056 5.797 -0.579  -0.041
C19 -0.662 6.312 3.371  -0.701
C20 -1.781 -2.126 0.627  -0.128

Results
Energy above the lowest of the compared OMol25 structures with the same formula, charge and spin (kJ/mol): 0.0
HOMO level (alpha / beta) (hartree): -0.39181 / -0.39178
Multiplicity: 4
Frontier orbital gap (alpha / beta) (eV): 7.201 / 7.587
<S²>: 3.79
Total charge: +1

---

Record 3
The following is a quantum chemistry calculation of C5H11NO2 as an isolated structure, from the OMol25 dataset.

Each line ends with the Löwdin charge.
Geometry (Å):
H1 -2.858 -1.739 0.151  0.091
C1 -0.506 0.791 -0.041  -0.374
H2 2.405 -0.466 -0.581  0.079
H3 3.000 1.051 0.152  0.086
C2 -0.818 -1.103 -0.098  -0.333
H4 -2.164 -0.891 1.562  0.062
H5 3.164 -0.471 1.033  0.079
C3 -0.004 1.205 -1.383  -0.046
H6 0.585 -0.511 0.902  0.118
H7 -0.847 1.320 -2.064  0.094
C4 -1.962 -1.596 0.757  -0.038
H8 -1.681 -2.559 1.191  0.084
O1 -0.495 -1.674 -1.117  0.059
H9 0.549 2.142 -1.314  0.091
H10 -1.576 2.284 0.516  0.070
H11 0.649 0.435 -1.792  0.066
C5 2.521 0.093 0.352  -0.126
N1 -1.221 1.373 0.798  0.124
O2 1.261 0.315 0.977  -0.185

Results
Energy above the lowest of the compared OMol25 structures with the same formula, charge and spin (kJ/mol): 407.8
HOMO level (hartree): -0.30763
Frontier orbital gap (eV): 8.726

---

Record 4
The following is a quantum chemistry calculation of C3H4Br2S as an isolated structure, from the OMol25 dataset.

Each line ends with the Löwdin charge.
Geometry (Å):
Br1 0.878 -0.170 -2.658  0.735
Br2 -2.206 -0.374 -1.841  0.672
H1 -0.666 -1.040 0.709  0.054
C1 -0.012 -0.589 0.080  -0.328
C2 -0.390 -0.584 -1.408  -1.217
H2 0.869 -1.070 0.035  0.039
S1 0.744 0.738 2.798  0.576
C3 0.311 0.749 1.005  -0.581
H3 1.105 1.068 0.478  -0.011
H4 -0.633 1.272 0.802  0.062

Results
Energy above the lowest of the compared OMol25 structures with the same formula, charge and spin (kJ/mol): 344.7
HOMO level (alpha / beta) (hartree): -0.34930 / -0.30538
Frontier orbital gap (alpha / beta) (eV): 8.665 / 6.047

---

Record 5
The following is a quantum chemistry calculation of one molecule with the formula C4H9N3, from the OMol25 dataset.

Each line ends with the Löwdin charge.
Geometry (Å):
H1 2.821 1.510 -0.152  0.074
C1 0.888 0.827 0.124  -0.374
C2 -1.962 -0.361 0.592  -0.062
H2 1.674 0.906 2.002  0.091
N1 -1.301 -1.724 -1.232  0.110
H3 -2.914 -0.049 0.154  0.084
H4 2.354 0.540 -1.453  0.084
H5 -1.595 0.448 1.206  0.051
H6 0.261 0.394 -1.865  0.105
N2 2.167 0.823 -0.504  0.047
N3 0.861 0.590 1.489  0.091
C3 -1.006 -0.719 -0.516  -0.461
H7 -0.703 -1.841 -2.056  0.045
C4 0.109 0.190 -0.809  -0.062
H8 0.495 -0.302 1.794  0.098
H9 -2.147 -1.231 1.225  0.079

Results
SMILES string: [H]/N=C(/C)C=C(N)N
Energy above the lowest of the compared OMol25 structures with the same formula, charge and spin (kJ/mol): 209.5
HOMO level (hartree): -0.29162
Frontier orbital gap (eV): 8.417

---

Record 6
The following is a quantum chemistry calculation of a 10-piece molecular cluster, C16H40BrN10O21 overall, from the OMol25 dataset.

Each line ends with the Löwdin charge.
Geometry (Å):
H1 -9.001 -0.264 0.653  0.097
O1 5.295 0.336 -6.855  0.056
H2 -4.758 -3.155 2.764  0.092
C1 -5.723 -3.409 3.182  0.036
C2 0.946 2.126 3.743  -0.594
O2 3.307 4.183 -5.028  0.068
N1 -0.428 1.402 -0.265  -0.418
H3 -5.817 -3.318 -1.373  0.087
O3 -0.243 -1.897 -5.565  0.061
H4 1.969 2.103 3.382  0.047
H5 4.182 -1.745 -6.433  0.096
O4 -8.461 -4.009 -3.002  0.077
C3 -8.193 -0.056 -0.037  0.053
H6 2.284 -1.270 4.837  0.114
H7 5.207 0.244 6.001  0.114
O5 3.189 2.345 -0.660  0.088
O6 -7.122 -1.584 1.338  0.045
C4 4.116 -1.157 -5.526  0.062
H8 -3.822 0.104 0.180  0.084
O7 4.810 0.927 -4.840  0.057
H9 1.123 -1.254 -2.965  0.101
H10 5.197 -1.383 5.310  0.120
O8 3.093 5.488 -6.728  0.058
C5 3.186 3.222 -7.137  0.052
O9 -2.577 0.593 2.864  0.088
H11 -0.413 -0.349 -2.980  0.076
C6 1.729 0.553 5.605  -0.241
H12 -6.527 -3.094 2.528  0.058
O10 -6.004 -0.740 -0.293  0.050
H13 3.087 -0.925 -5.272  0.072
H14 5.666 1.701 -2.225  0.099
O11 4.340 -1.716 2.783  -0.021
Br1 0.717 3.735 4.842  0.582
N2 -7.640 -3.343 -2.414  -0.434
H15 -5.841 -2.989 4.176  0.107
H16 -8.452 -0.355 -1.047  0.076
N3 2.718 -0.447 5.229  -0.013
H17 5.245 3.264 -1.459  0.096
N4 -7.009 -0.859 0.370  -0.417
N5 -3.585 0.379 2.233  -0.431
C7 0.765 0.603 0.116  0.047
C8 0.645 0.878 4.561  -0.279
N6 4.801 0.143 -5.760  -0.440
N7 0.245 -1.048 -4.848  -0.447
C9 4.940 2.505 -2.169  0.047
C10 3.697 -0.678 2.976  -0.686
C11 -3.692 0.939 0.858  0.047
C12 6.517 1.330 4.061  -0.130
H18 0.492 0.046 3.874  0.108
H19 2.265 1.463 5.874  0.091
H20 1.461 0.664 -0.709  0.061
H21 -0.289 1.069 5.096  0.085
C13 0.117 -1.212 -3.375  0.055
H22 0.432 -0.421 0.267  0.111
H23 6.000 1.954 4.797  0.082
C14 5.152 -0.325 5.059  -0.204
H24 6.211 1.652 3.061  0.086
H25 7.590 1.520 4.163  0.076
O12 2.885 -0.129 2.187  -0.073
H26 1.206 0.995 1.023  0.062
O13 6.284 -0.042 4.257  -0.177
C15 -6.448 -4.049 -1.867  0.060
H27 -6.809 -4.799 -1.170  0.104
N8 3.196 4.392 -6.216  -0.446
H28 0.269 2.240 2.905  0.027
O14 -4.538 -0.269 2.635  0.038
H29 2.244 3.237 -7.676  0.101
H30 -4.562 1.587 0.840  0.101
O15 -0.749 2.337 0.437  0.061
H31 4.620 -1.643 -4.695  0.107
O16 -7.711 -2.143 -2.233  0.045
C16 3.826 -0.011 4.377  -0.275
H32 -7.905 0.990 -0.002  0.102
H33 -0.427 -2.129 -3.185  0.096
O17 -4.867 -5.558 2.944  0.058
O18 -1.021 1.067 -1.278  0.023
O19 -6.845 -5.343 3.765  0.048
H34 3.289 2.317 -6.551  0.069
N9 -5.813 -4.890 3.310  -0.454
H35 1.215 0.188 6.499  0.102
O20 3.168 1.034 -2.366  0.038
N10 3.661 1.916 -1.687  -0.419
H36 -5.938 -4.516 -2.703  0.102
H37 4.753 2.925 -3.152  0.072
O21 0.849 -0.071 -5.247  0.039
H38 3.793 1.070 4.214  0.123
H39 -2.788 1.488 0.629  0.054
H40 4.024 3.340 -7.817  0.102

Results
HOMO level (hartree): -0.17292
Frontier orbital gap (eV): 5.823
Total charge: -1

---

| no. | E (Ha) |
| --- | --- |
| 1 | -1195.98854 |
| 2 | -3490.91381 |
| 3 | -402.22280 |
| 4 | -5662.77337 |
| 5 | -322.01057 |
| 6 | -5334.47437 |